1.
{"formula": "C39H47BF6FeN9O6S6", "method": "ωB97M-V with the def2-TZVPD basis set", "charge": -1, "gap_ev": 6.282, "species": ["Fe", "C", "C", "C", "C", "N", "C", "C", "N", "B", "N", "C", "C", "N", "C", "S", "C", "C", "C", "C", "N", "C", "C", "N", "C", "S", "C", "C", "C", "C", "C", "S", "H", "H", "H", "H", "H", "H", "H", "H", "H", "H", "H", "H", "H", "H", "H", "H", "H", "H", "H", "H", "H", "H", "H", "H", "H", "H", "H", "H", "H", "H", "H", "H", "H", "H", "C", "C", "C", "C", "C", "C", "C", "S", "O", "O", "N", "C", "C", "C", "C", "C", "C", "C", "C", "N", "C", "H", "H", "H", "H", "H", "H", "H", "H", "H", "H", "H", "H", "H", "F", "C", "F", "F", "S", "O", "O", "N", "S", "O", "O", "C", "F", "F", "F"], "positions_angstrom": [[0.1624, 0.8993, 0.3641], [4.4378, -2.1864, 1.0106], [3.3963, -3.1529, 1.5688], [2.8338, -2.6586, 2.8979], [4.0995, -4.4997, 1.7973], [2.2636, -3.3590, 0.6102], [1.5921, -4.5739, 0.5878], [0.6411, -4.4961, -0.3489], [0.7025, -3.2433, -0.9177], [-0.3629, -2.9673, -2.0271], [-1.7440, -3.0355, -1.3409], [-2.7220, -3.8945, -1.8105], [-3.6627, -4.0079, -0.8690], [-3.2811, -3.2156, 0.2091], [-2.0985, -2.6078, -0.0950], [-1.2095, -1.5141, 0.8824], [-4.0900, -3.0917, 1.4618], [-4.5771, -1.6533, 1.6267], [-5.3025, -4.0126, 1.3677], [-3.2411, -3.5251, 2.6622], [-0.0077, -1.7141, -2.8864], [1.1763, -1.7714, -3.5808], [1.2395, -0.6960, -4.3755], [0.0823, 0.0358, -4.1795], [-0.6879, -0.6164, -3.2627], [-1.9141, -0.0721, -1.8668], [-0.1145, 1.2753, -4.9998], [-1.4575, 1.9413, -4.7668], [-0.0452, 0.8671, -6.4761], [1.0060, 2.2522, -4.6378], [1.6647, -2.5146, -0.2973], [2.0501, -0.8777, -0.6657], [5.3100, -2.1971, 1.6692], [4.0664, -1.1701, 0.9618], [4.7463, -2.4903, 0.0068], [3.6475, -2.5343, 3.6187], [2.1112, -3.3763, 3.2973], [2.3339, -1.7039, 2.7670], [5.0361, -4.3103, 2.3214], [4.3292, -4.9942, 0.8503], [3.5121, -5.1749, 2.4215], [1.8327, -5.3893, 1.2430], [-0.0770, -5.2324, -0.6755], [-0.3169, -3.8957, -2.8007], [-2.6702, -4.3370, -2.7900], [-4.5861, -4.5515, -0.9020], [-5.1110, -1.3327, 0.7303], [-3.7404, -0.9741, 1.7776], [-5.2461, -1.5926, 2.4892], [-5.9659, -3.7182, 0.5514], [-5.8561, -3.9306, 2.3032], [-5.0086, -5.0568, 1.2361], [-2.3603, -2.8945, 2.7552], [-2.9184, -4.5647, 2.5453], [-3.8355, -3.4402, 3.5757], [1.8817, -2.5723, -3.4368], [2.0183, -0.3867, -5.0494], [-2.2768, 1.2650, -5.0033], [-1.5263, 2.8178, -5.4133], [-1.5687, 2.2613, -3.7348], [-0.8263, 0.1337, -6.6907], [0.9197, 0.4338, -6.7441], [-0.2161, 1.7439, -7.1030], [0.9779, 2.4636, -3.5671], [0.8628, 3.1885, -5.1797], [1.9915, 1.8555, -4.8905], [2.4993, 2.9326, 7.9384], [2.5061, 2.6189, 6.4627], [3.6886, 2.3046, 5.8028], [3.6856, 1.9816, 4.4499], [2.4874, 1.9798, 3.7581], [1.2947, 2.3111, 4.3938], [1.3127, 2.6318, 5.7385], [2.4245, 1.3418, 2.1024], [1.4411, 0.2600, 2.1795], [3.7819, 1.0140, 1.7487], [1.6950, 2.3664, 1.1753], [2.3228, 3.4090, 0.5054], [3.5753, 3.9012, 0.8170], [4.1148, 5.0099, 0.1405], [3.4198, 5.6602, -0.8323], [2.1362, 5.1957, -1.1969], [1.3477, 5.8298, -2.1825], [0.1218, 5.3283, -2.4893], [-0.3085, 4.1484, -1.8547], [0.3927, 3.5216, -0.9374], [1.5927, 4.0478, -0.5676], [3.4807, 2.7607, 8.3791], [1.7697, 2.3114, 8.4595], [2.2269, 3.9764, 8.1094], [4.6223, 2.2957, 6.3545], [4.5946, 1.7083, 3.9277], [0.3683, 2.2865, 3.8295], [0.3834, 2.8782, 6.2414], [4.1466, 3.4129, 1.5950], [5.1073, 5.3519, 0.4086], [3.8319, 6.5319, -1.3280], [1.7300, 6.7171, -2.6747], [-0.5179, 5.8049, -3.2215], [-1.2605, 3.7104, -2.1226], [-4.2889, 3.8792, 1.2337], [-4.2562, 2.5461, 1.0966], [-4.1632, 2.0057, 2.3087], [-5.4180, 2.1641, 0.5697], [-2.7312, 2.0699, 0.0478], [-1.0446, 1.1303, -1.5419], [-1.8147, 1.6409, 1.1493], [-3.3977, 0.6698, -0.6177], [-4.2910, 1.0613, -2.0174], [-4.1434, 2.5114, -2.2159], [-3.0465, 0.3605, -2.9517], [-5.2257, -2.0311, -3.5686], [-3.8811, -2.3073, -3.9444], [-5.6449, -3.3476, -3.2353], [-4.9685, -1.5500, -2.2058]], "lowdin_charge": [0.55, -0.07, -0.53, -0.01, -0.06, 0.02, -0.05, -0.06, 0.02, -0.56, 0.03, -0.07, -0.05, 0.03, -0.64, 0.74, -0.54, -0.04, -0.06, -0.05, 0.04, -0.09, -0.04, 0.04, -0.17, 0.89, -0.52, -0.03, -0.03, -0.02, -0.63, 0.72, 0.09, 0.01, 0.09, 0.09, 0.09, 0.06, 0.08, 0.09, 0.07, 0.11, 0.13, 0.13, 0.12, 0.11, 0.09, 0.04, 0.09, 0.09, 0.09, 0.08, 0.03, 0.09, 0.08, 0.13, 0.12, 0.09, 0.10, 0.05, 0.10, 0.07, 0.09, 0.08, 0.09, 0.08, -0.06, -0.28, -0.04, -0.05, -0.27, -0.04, -0.04, 0.56, -0.40, -0.31, -0.16, -0.23, -0.03, -0.09, -0.07, -0.16, -0.03, -0.06, -0.14, 0.12, -0.14, 0.07, 0.08, 0.08, 0.11, 0.11, 0.12, 0.12, 0.09, 0.10, 0.10, 0.11, 0.10, 0.09, 0.10, -0.72, 0.12, 0.11, 0.95, -0.59, -0.52, -0.56, 0.90, -0.48, -0.58, -0.33, -0.15, -0.14, -0.22]}

---

2.
{"formula": "C24H46LaO6S", "method": "ωB97M-V with the def2-TZVPD basis set", "charge": 3, "gap_ev": 4.581, "species": ["C", "C", "C", "C", "C", "C", "C", "C", "C", "S", "C", "O", "O", "O", "C", "O", "O", "C", "C", "C", "C", "C", "C", "C", "C", "C", "C", "C", "C", "O", "C", "H", "H", "H", "H", "H", "H", "H", "H", "H", "H", "H", "H", "H", "H", "H", "H", "H", "H", "H", "H", "H", "H", "H", "H", "H", "H", "H", "H", "H", "H", "H", "H", "H", "H", "H", "H", "H", "H", "H", "H", "H", "H", "H", "H", "H", "H", "La"], "positions_angstrom": [[-3.6507, 3.4809, 0.5869], [-3.8919, 4.3647, -0.6648], [-4.5955, 3.6017, -1.8064], [-3.6091, 2.6178, -2.4853], [-3.6894, 2.5936, -4.0149], [-2.6350, 1.5904, -4.5671], [-1.2497, 2.3017, -4.5186], [-0.0568, 1.3122, -4.4750], [0.1034, 0.7019, -3.0607], [1.8648, 0.7929, -2.6117], [2.2522, 2.5367, -2.3297], [2.0756, 0.0689, -1.2147], [2.7770, 0.2913, -3.5525], [-0.4714, 1.4768, -2.0361], [-0.9346, 0.5197, -1.1140], [-0.7442, 0.5680, 0.0007], [-1.5001, -0.4446, -1.8631], [-0.5000, -0.6945, -2.8582], [0.5312, -1.8413, -2.6981], [0.6250, -2.4735, -1.3003], [-0.4575, -3.4445, -0.8073], [-1.3745, -2.8176, 0.2690], [-1.1341, -3.4224, 1.6674], [-0.3731, -2.3599, 2.5096], [1.1621, -2.4818, 2.4034], [1.8839, -1.7470, 3.5402], [3.4021, -1.9868, 3.5199], [4.2154, -0.8156, 4.1393], [4.7493, -1.1551, 5.5228], [3.6905, -1.1598, 6.4381], [4.1330, -1.1861, 7.7892], [-4.1792, 2.5235, 0.5529], [-2.5844, 3.2643, 0.7292], [-3.9726, 3.9865, 1.4978], [-4.5123, 5.2075, -0.3622], [-2.9177, 4.7344, -0.9989], [-4.9760, 4.3639, -2.4877], [-5.4034, 3.0195, -1.3620], [-2.6037, 2.8782, -2.1362], [-3.8424, 1.6118, -2.1124], [-3.3938, 3.5642, -4.4209], [-4.6818, 2.2917, -4.3453], [-2.8436, 1.3879, -5.6194], [-2.6360, 0.6516, -4.0091], [-1.2144, 3.0574, -3.7333], [-1.1552, 2.8567, -5.4549], [0.8421, 1.8617, -4.7781], [-0.2434, 0.5318, -5.2122], [1.3911, 3.1550, -2.5983], [2.4457, 2.7288, -1.2741], [3.0881, 2.8486, -2.9579], [-1.1052, -1.0119, -3.7068], [1.5348, -1.5119, -2.9928], [0.2667, -2.6276, -3.4033], [1.5632, -3.0520, -1.3099], [0.7836, -1.6468, -0.5592], [0.0249, -4.3566, -0.4585], [-1.0695, -3.7567, -1.6587], [-2.4046, -2.9913, -0.0436], [-1.2330, -1.7432, 0.3614], [-0.6252, -4.3864, 1.6435], [-2.1018, -3.5652, 2.1492], [-0.6978, -1.3493, 2.2434], [-0.6795, -2.4987, 3.5503], [1.3992, -3.5495, 2.3982], [1.5069, -2.0475, 1.4253], [1.4264, -1.9549, 4.5070], [1.7387, -0.6700, 3.3595], [3.6647, -2.9431, 3.9732], [3.7084, -2.0464, 2.4519], [3.6114, 0.0951, 4.2124], [5.0574, -0.5936, 3.4732], [5.2979, -2.1086, 5.5184], [5.4729, -0.3761, 5.8065], [3.9999, -2.1929, 8.2004], [5.1882, -0.9169, 7.8861], [3.5540, -0.5021, 8.4099], [2.7816, -0.7935, 0.6011]], "lowdin_charge": [-0.11, -0.25, -0.19, -0.22, -0.17, -0.17, -0.16, -0.08, -0.41, 0.89, -0.05, -0.69, -0.21, 0.05, -0.55, 0.25, 0.13, -0.18, -0.08, -0.21, -0.14, -0.17, -0.15, -0.16, -0.24, -0.20, -0.21, -0.17, -0.25, -0.18, -0.07, 0.07, 0.05, 0.07, 0.11, 0.10, 0.12, 0.11, 0.08, 0.11, 0.12, 0.13, 0.12, 0.10, 0.11, 0.13, 0.12, 0.15, 0.10, 0.08, 0.11, 0.17, 0.09, 0.15, 0.12, 0.01, 0.12, 0.13, 0.13, 0.07, 0.12, 0.13, 0.12, 0.14, 0.15, -0.06, 0.16, 0.11, 0.15, 0.01, 0.12, 0.11, 0.14, 0.14, 0.10, 0.10, 0.10, 2.41]}

---

3.
{"formula": "C9H19N5O4", "method": "ωB97M-V with the def2-TZVPD basis set", "smiles": "[H]/N=C(/N)NCCC[C@H](N)C(=O)N[C@@H](CO)C(=O)O", "gap_ev": 8.739, "e_above_lowest_kcal_mol": 77.92, "species": ["C", "C", "C", "C", "C", "C", "C", "C", "C", "H", "H", "H", "H", "H", "H", "H", "H", "H", "H", "H", "H", "H", "H", "H", "H", "H", "H", "H", "N", "N", "N", "N", "N", "O", "O", "O", "O"], "positions_angstrom": [[-0.0064, 1.2468, -0.0949], [1.4242, 1.6072, -0.3792], [-0.4131, -0.2675, -0.1400], [-1.9070, -0.6442, 0.2613], [-3.1073, -0.2393, -0.5646], [-4.5582, -1.3683, 1.1160], [3.7398, 0.5682, -0.7219], [3.8920, -0.9564, -0.7815], [4.5991, 1.1427, 0.4251], [-0.4387, 2.8131, -1.3232], [-1.2802, 1.4954, -1.5908], [-0.0446, 1.4199, 1.0121], [-0.3206, -0.5671, -1.2409], [0.2864, -0.8576, 0.4400], [-1.8926, -1.7974, 0.2029], [-2.0044, -0.3705, 1.2974], [-2.8568, -0.3860, -1.6526], [-3.4046, 0.7770, -0.3311], [-4.0806, -2.0960, -0.5923], [-4.4030, 0.3862, 1.4975], [-4.7864, -3.6454, 1.1839], [-4.9040, -2.5656, 2.6826], [1.9403, -0.1480, 0.2271], [3.8800, 0.9239, -1.7152], [4.5540, 0.7078, 1.3706], [5.5441, 1.1113, -0.0125], [3.6034, 2.7650, 0.1960], [5.3455, -2.0344, -1.6090], [-0.9180, 2.1003, -0.7997], [-4.2055, -1.2149, -0.2018], [-4.5161, -0.3948, 1.9964], [-4.9041, -2.6663, 1.6087], [2.3174, 0.7193, -0.3098], [1.6334, 2.8558, -0.5197], [3.1280, -1.6481, -0.1112], [4.1433, 2.4336, 0.8463], [4.9210, -1.2058, -1.6720]], "nbo_charge": [-0.13, 0.66, -0.39, -0.41, -0.22, 0.59, -0.18, 0.81, -0.07, 0.39, 0.33, 0.19, 0.18, 0.21, 0.19, 0.23, 0.20, 0.22, 0.37, 0.32, 0.41, 0.42, 0.43, 0.24, 0.20, 0.17, 0.48, 0.50, -0.81, -0.62, -0.79, -0.89, -0.61, -0.70, -0.57, -0.70, -0.68]}

---

4.
{"formula": "C29H18Cl3GeN4O3PS3V", "method": "ωB97M-V with the def2-TZVPD basis set", "charge": 1, "gap_ev": [7.069, 7.198], "e_above_lowest_kcal_mol": 8.33, "species": ["V", "S", "C", "N", "C", "C", "C", "C", "C", "C", "S", "H", "H", "H", "H", "O", "S", "O", "O", "C", "C", "C", "C", "C", "C", "P", "C", "C", "C", "C", "C", "C", "C", "C", "C", "C", "C", "C", "H", "H", "H", "H", "H", "H", "H", "H", "H", "H", "H", "H", "H", "H", "N", "C", "C", "C", "N", "C", "N", "Cl", "Ge", "Cl", "Cl"], "positions_angstrom": [[0.5660, 1.7762, 0.9971], [-0.5106, 3.0922, 2.6388], [-0.8001, 1.4378, 2.9881], [0.0235, 0.5408, 2.4539], [-0.2314, -0.7618, 2.9014], [0.5042, -1.8967, 2.5889], [0.0938, -3.1002, 3.1317], [-1.0258, -3.1693, 3.9682], [-1.7520, -2.0346, 4.2865], [-1.3365, -0.8250, 3.7432], [-2.0243, 0.7648, 3.9849], [1.3754, -1.8252, 1.9504], [0.6559, -4.0007, 2.9154], [-1.3222, -4.1235, 4.3866], [-2.6108, -2.0874, 4.9447], [-0.4063, 4.7821, -1.9831], [0.0481, 3.5391, -1.4985], [1.6323, 3.6043, -1.5902], [-0.3400, 3.1965, -0.1127], [-0.4805, 2.2322, -2.5432], [-0.7864, 2.6750, -3.8308], [-1.3915, 1.8108, -4.7213], [-1.7306, 0.5348, -4.3050], [-1.4198, 0.1053, -3.0231], [-0.7573, 0.9193, -2.1108], [-0.2974, 0.1210, -0.4977], [-1.8979, -0.5103, 0.0963], [-2.0853, -1.7850, 0.6279], [-3.3215, -2.1431, 1.1522], [-4.3686, -1.2326, 1.1609], [-4.1827, 0.0477, 0.6539], [-2.9519, 0.4088, 0.1290], [0.7772, -1.2719, -0.9472], [0.2836, -2.3977, -1.6179], [1.1374, -3.4291, -1.9695], [2.4917, -3.3569, -1.6590], [2.9884, -2.2526, -0.9869], [2.1349, -1.2176, -0.6287], [-0.5727, 3.6978, -4.1120], [-1.6257, 2.1469, -5.7229], [-2.2475, -0.1371, -4.9794], [-1.7133, -0.8909, -2.7273], [-1.2697, -2.4934, 0.6563], [-3.4618, -3.1372, 1.5600], [-5.3321, -1.5186, 1.5647], [-4.9958, 0.7629, 0.6664], [-2.8139, 1.4109, -0.2649], [-0.7654, -2.4949, -1.8550], [0.7429, -4.2946, -2.4879], [3.1551, -4.1654, -1.9417], [4.0408, -2.1777, -0.7385], [2.5421, -0.3711, -0.0986], [1.7938, 1.7854, -0.1393], [2.4193, 2.5949, -1.0196], [3.7056, 2.5811, -1.3913], [4.2388, 3.6052, -2.2475], [4.6589, 4.4318, -2.9274], [4.5403, 1.5006, -0.9428], [5.1836, 0.6048, -0.6176], [3.3625, 3.8503, 2.1542], [2.2782, 2.1015, 2.7099], [3.5324, 0.3661, 2.4208], [1.9223, 2.0736, 4.8072]], "nbo_charge": [0.43, 0.18, -0.14, -0.55, 0.17, -0.23, -0.19, -0.19, -0.20, -0.22, 0.53, 0.25, 0.23, 0.24, 0.24, -0.83, 2.42, -0.66, -0.91, -0.38, -0.14, -0.18, -0.17, -0.12, -0.32, 1.10, -0.40, -0.20, -0.19, -0.18, -0.22, -0.15, -0.41, -0.13, -0.22, -0.16, -0.19, -0.19, 0.26, 0.25, 0.24, 0.22, 0.24, 0.23, 0.23, 0.23, 0.21, 0.21, 0.23, 0.23, 0.25, 0.25, -0.58, 0.53, -0.30, 0.25, -0.22, 0.29, -0.26, -0.33, 1.30, -0.36, -0.34]}